1.
Molecular formula: C66H55B3Cl2NO24PSi
Method: DFT, ωB97M-V with the def2-TZVPD basis set

Geometry as XYZ:
```
153
C66H55B3Cl2NO24PSi (ωB97M-V with the def2-TZVPD basis set)
C 7.254 -0.691 -2.570
C 6.252 -0.685 -3.668
Cl 6.715 0.249 -5.052
C 5.071 -1.300 -3.697
Cl 4.516 -2.224 -2.327
B 4.079 -1.292 -4.906
O 4.469 -1.849 -6.115
B 3.512 -2.832 -6.377
P 4.030 -4.703 -6.297
N 5.650 -4.612 -5.667
O 3.179 -5.270 -4.986
O 2.219 -2.386 -6.590
B 1.819 -1.655 -5.462
Si -0.083 -1.862 -4.821
C -1.244 -0.801 -5.845
C -0.181 -1.443 -2.989
C -0.581 -3.660 -5.071
O 2.768 -0.891 -4.781
H 8.181 -1.086 -2.975
H 7.436 0.296 -2.163
H 6.952 -1.369 -1.780
H 5.614 -4.480 -4.657
H 6.090 -3.759 -6.009
H 3.052 -4.580 -4.326
H -1.033 0.255 -5.706
H -2.274 -0.939 -5.518
H -1.202 -1.052 -6.902
H -1.053 -1.861 -2.495
H -0.181 -0.358 -2.877
H 0.720 -1.797 -2.488
H 0.023 -4.355 -4.490
H -1.629 -3.819 -4.825
H -0.433 -3.909 -6.123
C -2.949 3.191 -8.495
C -3.134 3.571 -9.756
C -3.452 2.580 -10.816
O -3.628 2.926 -11.967
C -3.556 1.155 -10.420
C -3.374 0.776 -9.158
C -3.057 1.763 -8.097
O -2.891 1.419 -6.946
H -2.716 3.892 -7.704
H -3.065 4.604 -10.070
H -3.787 0.451 -11.204
H -3.450 -0.258 -8.849
C -2.147 -1.177 2.068
C -2.376 -2.209 1.258
C -1.267 -3.044 0.735
O -1.474 -3.982 -0.006
C 0.114 -2.687 1.150
C 0.348 -1.659 1.960
C -0.765 -0.825 2.483
O -0.547 0.108 3.228
H -2.940 -0.546 2.463
H -3.373 -2.488 0.941
H 0.909 -3.310 0.757
H 1.346 -1.383 2.275
C 9.948 -0.879 2.173
C 9.463 -0.858 0.935
C 10.294 -0.407 -0.208
O 9.834 -0.384 -1.330
C 11.688 0.016 0.074
C 12.173 -0.007 1.312
C 11.342 -0.456 2.461
O 11.787 -0.476 3.587
H 9.359 -1.202 3.022
H 8.450 -1.160 0.702
H 12.273 0.340 -0.776
H 13.186 0.297 1.546
C 5.689 0.266 3.551
C 5.316 1.219 4.402
C 5.172 2.628 3.954
O 4.832 3.501 4.722
C 5.457 2.932 2.527
C 5.829 1.975 1.681
C 5.973 0.567 2.129
O 6.311 -0.303 1.352
H 5.800 -0.768 3.855
H 5.103 1.004 5.446
H 5.344 3.965 2.223
H 6.041 2.171 0.637
C 4.364 -8.102 0.190
C 4.120 -7.127 1.061
C 4.030 -5.711 0.624
O 3.805 -4.821 1.417
C 4.223 -5.425 -0.819
C 4.466 -6.399 -1.692
C 4.556 -7.817 -1.256
O 4.777 -8.707 -2.045
H 4.435 -9.141 0.485
H 3.975 -7.312 2.117
H 4.153 -4.384 -1.110
H 4.606 -6.216 -2.751
C -5.943 2.264 3.492
C -6.604 2.924 4.440
C -6.013 3.119 5.788
O -6.618 3.721 6.649
C -4.664 2.555 6.043
C -4.004 1.896 5.094
C -4.594 1.701 3.746
O -3.986 1.102 2.884
H -6.349 2.106 2.501
H -7.590 3.343 4.286
H -4.253 2.713 7.032
H -3.017 1.478 5.251
C 2.774 -0.168 7.815
C 1.927 -0.425 8.807
C 2.389 -1.055 10.071
O 1.619 -1.291 10.974
C 3.833 -1.386 10.183
C 4.680 -1.129 9.190
C 4.215 -0.500 7.931
O 4.989 -0.264 7.024
H 2.460 0.291 6.886
H 0.872 -0.191 8.746
H 4.148 -1.844 11.112
H 5.735 -1.362 9.249
C -12.423 3.249 7.932
C -11.800 3.268 6.757
C -10.321 3.368 6.670
O -9.762 3.382 5.593
C -9.560 3.446 7.945
C -10.187 3.426 9.119
C -11.665 3.326 9.207
O -12.234 3.306 10.276
H -13.499 3.177 8.019
H -12.332 3.211 5.816
H -8.484 3.518 7.861
H -9.656 3.482 10.060
C -3.247 5.657 6.045
C -3.600 6.867 5.621
C -3.462 8.059 6.497
O -3.783 9.162 6.114
C -2.915 7.846 7.862
C -2.564 6.635 8.285
C -2.702 5.445 7.409
O -2.382 4.340 7.793
H -3.338 4.777 5.424
H -4.000 7.044 4.631
H -2.823 8.728 8.483
H -2.165 6.457 9.275
C -7.638 -1.822 -11.650
C -8.764 -1.534 -12.295
C -9.029 -0.166 -12.809
O -10.054 0.098 -13.395
C -7.986 0.866 -12.576
C -6.860 0.578 -11.930
C -6.597 -0.790 -11.416
O -5.571 -1.062 -10.827
H -7.424 -2.812 -11.266
H -9.536 -2.271 -12.477
H -8.198 1.855 -12.961
H -6.090 1.320 -11.756
```

The charge is 0. The calculated total energy is -164200.410 eV. Its LUMO energy is -1.79 eV. The gap between HOMO and LUMO is 0.24222 Ha.



2.
Molecular formula: C3H5IN3
Method: DFT, ωB97M-V with the def2-TZVPD basis set

Geometry as XYZ:
```
12
C3H5IN3 (ωB97M-V with the def2-TZVPD basis set)
C -1.507 0.164 0.060
C 0.810 -0.953 -0.565
C 0.488 1.127 0.695
N -0.925 1.044 0.753
N -1.036 -0.415 -1.139
N 1.136 -0.155 0.371
I 1.565 -2.640 -1.436
H -2.514 -0.004 0.402
H 0.609 1.836 -0.075
H 0.980 1.432 1.721
H -1.641 -1.108 -1.548
H 2.035 -0.327 0.762
```

The charge is +1. The calculated total energy is -15752.137 eV. Its energy above the lowest of the compared OMol25 structures with the same formula, charge and spin is 71.7 kcal per mole. Its LUMO energy is -5.44 eV. The gap between HOMO and LUMO is 0.30472 Ha.



3.
Molecular formula: C3H7ClFN3
Method: DFT, ωB97M-V with the def2-TZVPD basis set

Geometry as XYZ:
```
15
C3H7ClFN3 (ωB97M-V with the def2-TZVPD basis set)
H -2.534 -1.305 0.987
N -1.536 -1.104 1.200
C -1.017 -0.498 0.193
N -1.669 -0.181 -1.025
C 0.186 0.370 0.490
N 0.545 1.108 -0.788
C 1.608 -0.340 0.613
F 2.694 0.581 0.478
Cl 1.954 -1.532 -0.628
H -0.971 0.460 -1.588
H -2.177 -0.977 -1.752
H 0.146 0.804 1.502
H -0.451 1.692 -0.937
H 1.389 1.761 -0.454
H 1.832 -0.841 1.710
```

Its SMILES is [H]/N=C(\N)[C@H](N)[C@H](F)Cl. The charge is 0. The calculated total energy is -22931.941 eV. Its energy above the lowest of the compared OMol25 structures with the same formula, charge and spin is 70.7 kcal per mole. Its LUMO energy is 0.67 eV. The gap between HOMO and LUMO is 0.37323 Ha.



4.
Molecular formula: C16H23B2BrCoF4N6O5
Method: DFT, ωB97M-V with the def2-TZVPD basis set

Geometry as XYZ:
```
58
C16H23B2BrCoF4N6O5 (ωB97M-V with the def2-TZVPD basis set)
Co 0.271 0.059 0.386
C -0.132 -4.188 -0.061
C -0.250 -2.728 0.140
N 0.675 -1.930 0.526
O 1.922 -2.483 0.641
B 2.525 -2.418 1.899
F 1.800 -2.075 2.950
F 3.777 -2.756 1.962
O 2.829 0.054 1.613
N 1.670 0.467 1.713
C 1.339 1.213 2.806
C 2.405 1.589 3.755
C -0.034 1.506 2.928
N -0.780 0.929 1.986
O -2.024 1.272 1.965
B -3.058 0.368 1.188
F -4.136 1.132 1.012
F -3.161 -0.779 1.916
O -2.459 0.071 -0.162
N -1.403 -0.744 -0.049
C -1.542 -2.020 -0.082
C -2.816 -2.739 -0.297
C -0.599 2.362 4.002
H 0.894 -4.531 0.039
H -0.509 -4.451 -1.050
H -0.762 -4.698 0.672
H 2.855 0.686 4.174
H 2.020 2.208 4.560
H 3.201 2.116 3.226
H -3.599 -2.057 -0.616
H -3.121 -3.203 0.644
H -2.676 -3.531 -1.032
H -0.170 3.364 3.944
H -0.335 1.947 4.976
H -1.680 2.428 3.927
C -0.414 -1.618 -4.938
C 0.531 -0.936 -3.996
C 1.761 -0.429 -4.417
C 2.564 0.236 -3.517
C 2.125 0.373 -2.204
Br 3.208 1.376 -1.042
N 0.982 -0.143 -1.751
C 0.210 -0.769 -2.662
H 0.104 -1.939 -5.839
H -1.215 -0.942 -5.242
H -0.869 -2.496 -4.482
H 2.081 -0.547 -5.443
H 3.516 0.654 -3.808
H -0.731 -1.164 -2.310
C -0.066 4.354 -0.212
C -0.593 2.979 -0.474
N -1.803 2.864 -0.999
O 0.108 1.978 -0.198
H -0.261 5.019 -1.052
H 1.003 4.308 -0.027
H -0.574 4.765 0.663
H -2.358 3.682 -1.197
H -2.245 1.958 -1.053
```

The charge is +2. Its spin multiplicity is 4. The calculated total energy is -156025.026 eV. Its energy above the lowest of the compared OMol25 structures with the same formula, charge and spin is 0.0 kcal per mole. Its LUMO energy (spin up / spin down) is -9.31 / -8.94 eV. The gap between HOMO and LUMO (spin up / spin down) is 0.20641 / 0.22006 Ha.



5.
Molecular formula: C2H2N2OS
Method: DFT, ωB97M-V with the def2-TZVPD basis set

Geometry as XYZ:
```
8
C2H2N2OS (ωB97M-V with the def2-TZVPD basis set)
C -2.627 -0.740 -0.176
N -1.660 -0.376 0.415
S -0.632 0.330 1.286
H -3.197 -0.996 -1.005
N 1.871 0.630 -0.699
C 2.246 0.415 0.404
O 2.388 0.145 1.511
H 1.611 0.591 -1.735
```

Its SMILES is C#[N+][S-].N=C=O. The charge is 0. The calculated total energy is -17966.411 eV. Its energy above the lowest of the compared OMol25 structures with the same formula, charge and spin is 59.2 kcal per mole. Its LUMO energy is 0.47 eV. The gap between HOMO and LUMO is 0.33329 Ha.



6.
Molecular formula: C5H11BiNP
Method: DFT, ωB97M-V with the def2-TZVPD basis set

Geometry as XYZ:
```
19
C5H11BiNP (ωB97M-V with the def2-TZVPD basis set)
C -0.885 1.161 -0.872
C -0.647 0.025 -1.628
C -1.147 -1.252 -1.252
C -1.956 -1.470 -0.106
C -2.172 -0.467 0.870
Bi -0.108 0.129 0.855
P 1.333 2.723 1.316
H -0.717 2.176 -1.235
H -0.071 0.009 -2.574
H -0.953 -2.141 -1.933
H -2.863 -0.650 1.711
H -2.374 -2.521 -0.018
H 0.713 3.583 2.288
H 1.546 3.577 0.168
H 2.660 2.513 1.840
N 1.653 -1.677 0.166
H 2.004 -2.053 1.064
H 2.447 -1.166 -0.235
H 1.540 -2.498 -0.427
```

The charge is 0. The calculated total energy is -21974.421 eV. Its LUMO energy is 0.13 eV. The gap between HOMO and LUMO is 0.21561 Ha.



7.
Molecular formula: C3H6O2
Method: DFT, ωB97M-V with the def2-TZVPD basis set

Geometry as XYZ:
```
11
C3H6O2 (ωB97M-V with the def2-TZVPD basis set)
O -1.198 -1.958 0.409
C -1.319 -1.584 1.533
O -0.985 -0.391 2.016
H -1.760 -2.221 2.304
H -0.442 0.113 1.385
C 1.312 0.574 -1.646
C 0.585 1.475 -1.000
H 2.212 0.244 -1.147
H 1.017 0.000 -2.511
H 0.896 1.779 -0.006
H -0.318 1.968 -1.337
```

Its SMILES is O=CO.C=C. The charge is 0. The calculated total energy is -7302.228 eV. Its energy above the lowest of the compared OMol25 structures with the same formula, charge and spin is 33.4 kcal per mole. Its LUMO energy is 0.87 eV. The gap between HOMO and LUMO is 0.41198 Ha.



8.
Molecular formula: C18H26F2N2O16S2
Method: DFT, ωB97M-V with the def2-TZVPD basis set

Geometry as XYZ:
```
66
C18H26F2N2O16S2 (ωB97M-V with the def2-TZVPD basis set)
O 5.959 3.449 -1.664
C 5.265 3.797 -2.552
F 5.301 3.261 -3.765
N 4.270 4.796 -2.453
C 3.547 5.175 -3.639
O 3.975 5.840 -4.514
N 2.138 4.792 -3.619
S 1.134 5.967 -2.862
S 1.816 3.223 -3.169
O 1.596 3.084 -1.777
O 2.743 2.401 -3.854
F 0.439 3.094 -3.879
H 4.738 5.628 -2.098
H 1.656 5.868 -1.624
C -0.265 0.049 -0.881
C -1.625 -0.382 -1.355
C -1.886 -0.228 -2.841
O -3.298 0.015 -2.884
C -3.664 0.552 -1.699
O -4.730 1.031 -1.472
O -2.655 0.470 -0.808
H 0.515 -0.498 -1.412
H -0.120 1.119 -1.037
H -0.156 -0.154 0.181
H -1.841 -1.404 -1.032
H -1.650 -1.113 -3.425
H -1.370 0.640 -3.259
C 0.991 -0.425 5.391
C 1.514 -1.341 4.317
C 2.545 -0.737 3.383
O 2.301 -1.446 2.159
C 1.020 -1.872 2.170
O 0.464 -2.342 1.225
O 0.467 -1.692 3.383
H 1.819 -0.048 5.992
H 0.462 0.418 4.945
H 0.299 -0.950 6.047
H 1.887 -2.275 4.746
H 3.574 -0.893 3.696
H 2.368 0.326 3.208
C 2.479 -4.097 -2.495
C 3.420 -4.299 -1.337
C 3.485 -3.153 -0.348
O 4.831 -3.243 0.135
C 5.582 -3.847 -0.818
O 6.767 -3.914 -0.804
O 4.787 -4.360 -1.786
H 1.473 -3.897 -2.121
H 2.809 -3.256 -3.105
H 2.443 -4.982 -3.129
H 3.204 -5.239 -0.820
H 2.786 -3.245 0.475
H 3.350 -2.183 -0.833
C -7.237 0.591 0.690
C -6.872 0.701 2.145
C -5.820 -0.280 2.621
O -6.170 -0.471 3.996
C -7.494 -0.208 4.132
O -8.131 -0.443 5.107
O -7.980 0.353 3.003
H -6.337 0.705 0.085
H -7.694 -0.378 0.484
H -7.949 1.365 0.405
H -6.580 1.725 2.396
H -4.803 0.097 2.550
H -5.895 -1.239 2.102
```

Its SMILES is O=C(F)NC(=O)N(S)S(=O)(=O)F.C[C@@H]1COC(=O)O1.C[C@@H]1COC(=O)O1.C[C@@H]1COC(=O)O1.C[C@@H]1COC(=O)O1. The charge is 0. The calculated total energy is -81933.755 eV. Its LUMO energy is -0.77 eV. The gap between HOMO and LUMO is 0.36468 Ha.